# C5H7NO

A molecular structure, C5H7NO at a distorted geometry (ωB97M-V with the def2-TZVPD basis set, OMol25).

The molar mass comes out at 97.1 Da. Its multiplicity is 1. The calculation puts the largest force on an atom at 1.02 eV/Å. The calculation puts the gap between HOMO and LUMO at 9.982 eV. The HOMO energy is -9.01 eV. As for the energy above the lowest of the compared OMol25 structures with the same formula, charge and spin: 63.9 kcal per mole.

Geometry (Å):
1 O -2.080239 -2.320676 -0.962173
2 C -1.911930 -1.336389 -1.572154
3 C -1.708594 -0.231214 -2.248518
4 N 0.169170 0.865410 0.093421
5 C 0.623753 1.198274 1.470421
6 C 1.503404 -0.078456 1.466582
7 C 0.899958 -0.189385 0.096780
8 H -1.232072 0.597747 -1.731330
9 H -2.020683 -0.169513 -3.282967
10 H -0.201681 1.211609 2.187738
11 H 1.162018 2.149104 1.516912
12 H 1.219212 -0.860384 2.176747
13 H 2.585917 0.077309 1.503922
14 H 0.991765 -0.913434 -0.715380

Force components x, y, z for each atom (eV/Å):
O 0.1523 0.8659 -0.5141
C -0.1054 -0.5696 0.3176
C -0.0197 -0.1032 0.0624
N 0.2216 -0.2464 0.0410
C -0.0428 0.2349 0.2272
C 0.0534 -0.0521 0.0715
C -0.0968 0.0097 -0.1880
H -0.0902 -0.1474 -0.0671
H 0.0243 -0.0582 0.1474
H 0.1206 -0.0064 -0.0787
H -0.0759 -0.1177 -0.0115
H 0.0509 0.1033 -0.0997
H -0.1661 -0.0231 -0.0026
H -0.0261 0.1104 0.0943